Record 1
Computed, not measured: a 6-piece molecular cluster, C4H16O5 overall at a distorted geometry, with ωB97M-V/def2-TZVPD.

## Properties
LUMO energy (alpha / beta)	3.0089 / 2.9707	eV
expectation value of S²	0.7704
2S+1	2
HOMO-LUMO gap (alpha / beta)	3.06 / 6.13	eV
relative energy (zero: lowest compared OMol25 entry of this formula, charge and spin)	0.00	kcal/mol
charge	-1

```
25
Properties=species:S:1:pos:R:3:forces:R:3:mulliken_charge:R:1
C -0.8614 2.1336 -1.0455 -1.574 2.867 0.538 -1.213
C -1.4038 0.8974 -0.9597 2.083 -1.595 -1.118 -0.050
C -0.5564 -0.2650 -1.0739 -0.402 0.607 0.377 -0.354
C -1.0830 -1.4711 -1.5224 -1.268 -0.015 -0.472 -0.657
H 0.1891 2.3376 -0.9384 0.248 -0.149 -0.075 0.039
H -1.5205 3.0480 -0.9655 0.780 -0.971 -0.054 0.190
H -2.4551 0.6950 -1.0864 -0.349 0.265 -0.043 0.534
H 0.5167 -0.0513 -0.9119 -0.529 -0.306 -0.403 0.134
H -0.6603 -2.3622 -1.9507 0.719 0.030 0.345 0.280
H -2.1784 -1.4604 -1.5850 0.192 -0.131 -0.124 0.178
H -3.0300 0.5033 0.9818 0.508 0.033 -0.650 0.354
H -1.5218 -0.0675 0.9383 -0.438 0.576 -1.038 0.274
O -2.3092 0.1116 1.4691 -0.431 -0.598 2.395 -0.667
H 2.3444 2.3486 0.3569 -0.270 -0.218 -0.950 0.328
H 2.2856 2.1889 -1.2368 -0.725 -0.251 0.137 0.345
O 2.8105 2.4610 -0.4897 0.962 0.386 0.836 -0.670
H 2.3446 -0.9747 -0.4524 -0.223 -0.098 0.024 0.290
H 1.5132 -2.2544 -0.0966 0.726 0.654 -0.232 0.411
O 2.3810 -1.9351 -0.4584 0.076 -0.505 0.050 -0.687
H 1.8220 -0.1242 2.5214 -0.205 -0.026 -0.051 0.302
H 0.4524 0.4785 2.9018 -0.149 0.036 0.106 0.274
O 1.0495 0.3322 2.1656 0.315 0.071 -0.143 -0.544
H -0.1958 -1.4071 0.9591 -0.123 -0.004 0.034 0.271
H -0.0608 -2.8538 1.6247 -0.121 0.455 0.060 0.224
O 0.1274 -2.3087 0.8546 0.198 -1.116 0.450 -0.587
```
Forces are in eV/Å.


Record 2
Computed, not measured: a 2-piece molecular cluster, C4H16Si3 overall at a distorted geometry, with ωB97M-V/def2-TZVPD.

## Properties
LUMO energy	-0.4394	eV
HOMO-LUMO gap	7.59	eV
relative energy (zero: lowest compared OMol25 entry of this formula, charge and spin)	78.14	kcal/mol
charge	0

```
23
Properties=species:S:1:pos:R:3:forces:R:3:mulliken_charge:R:1
C -3.5368 -1.7290 1.0646 -2.075 -0.101 0.045 -1.055
C -0.5244 2.1445 0.0091 -0.009 1.686 1.920 -0.870
C -3.0592 -0.5319 0.2906 1.012 -0.232 -1.320 -0.549
C -1.0515 1.1050 -0.9168 1.554 -1.165 -0.046 -0.533
Si 4.8903 -0.4241 -0.2132 0.709 0.674 -1.467 0.244
Si 2.5123 -0.6091 -0.2906 1.826 -0.648 1.897 0.407
Si -1.1782 -0.6007 -0.1131 -0.311 -0.193 0.253 -0.049
H -3.1898 -2.6790 0.5902 -0.359 0.611 0.806 0.282
H -3.1924 -1.5438 2.0596 0.792 -0.765 0.785 0.317
H -4.6699 -1.7463 1.2766 1.424 -0.165 -0.921 0.300
H 0.5017 1.9298 0.3103 -0.137 -0.366 0.515 0.140
H -0.3476 3.1174 -0.5055 -0.785 -0.380 0.394 0.305
H -1.1982 2.2796 0.9560 1.328 0.031 -1.640 0.263
H -3.1402 0.3997 0.8358 -0.480 0.465 0.090 0.328
H -3.4978 -0.4173 -0.7269 -0.087 0.105 0.555 0.321
H -0.2699 0.9960 -1.6867 -0.652 0.083 -0.361 0.328
H -1.9978 1.3891 -1.2624 -1.310 0.487 -1.101 0.451
H 5.3366 -0.8458 -1.6651 -0.207 0.457 1.220 -0.089
H 5.4225 0.9871 0.1031 -0.615 -0.602 -0.489 -0.104
H 5.7720 -1.1435 0.7078 -0.240 -0.605 0.282 -0.127
H 2.1401 -0.5273 -1.6289 -0.656 0.611 -1.734 -0.109
H 2.1509 -1.9565 0.1270 -0.130 -0.282 0.301 -0.090
H 2.1275 0.4062 0.6786 -0.593 0.292 0.015 -0.111
```
Forces are in eV/Å.


Record 3
Computed, not measured: C4H17AsO7P3 as an isolated structure at a distorted geometry, with ωB97M-V/def2-TZVPD.

## Properties
LUMO energy	3.0687	eV
HOMO-LUMO gap	7.94	eV
charge	-1

```
32
Properties=species:S:1:pos:R:3:forces:R:3:mulliken_charge:R:1
C -1.6408 2.8157 0.1267 0.856 0.194 0.691 -0.844
C -1.1728 2.0159 -1.2259 -0.572 0.555 -0.712 -0.524
C -1.1663 0.3819 -1.1044 -2.653 1.222 -1.794 -0.177
C -2.7261 -0.0504 -0.6869 0.359 -0.232 0.574 -1.160
As 0.0277 -0.3767 0.3320 -3.659 0.337 0.963 -0.245
P 1.8215 0.9275 -0.2244 1.781 5.874 0.935 0.368
O 1.7691 2.3942 0.4394 -0.074 -3.901 -1.791 -0.729
P 0.7791 -2.1082 -0.9903 -0.620 -4.763 -3.583 0.806
O -0.2164 -2.5332 -2.1431 3.028 1.363 2.863 -0.708
O 1.0174 -3.5683 -0.0064 -0.304 1.653 -2.435 -0.550
O 2.3763 -1.6437 -1.5443 -1.840 0.025 -0.665 -0.551
P 1.2833 -1.3271 2.0564 -0.363 -2.735 4.744 0.743
O 0.4692 -2.4751 2.7772 2.825 3.320 -1.927 -0.696
O 2.8945 -1.7676 1.5655 -0.893 1.843 1.433 -0.511
O 1.4648 -0.0138 3.2390 -0.540 -2.276 -0.494 -0.579
H -0.6848 3.3016 0.6442 -2.043 -1.055 -1.186 0.192
H -2.1076 2.1087 0.9675 0.842 1.579 -2.117 0.201
H -2.3893 3.6681 -0.1612 1.327 -1.630 0.641 0.281
H -0.1559 2.4740 -1.6518 -2.090 -1.102 1.175 0.239
H -1.9842 2.2809 -2.0611 1.689 -0.670 1.652 0.412
H -1.0013 -0.0459 -2.1809 0.001 0.648 2.063 0.318
H -2.8316 0.1073 0.4878 0.073 -0.474 -2.439 0.297
H -2.9521 -1.1875 -0.9399 0.616 2.447 0.565 0.288
H -3.5389 0.6229 -1.1985 1.676 -1.173 0.815 0.339
H -0.5048 0.6190 1.4120 0.438 0.389 -0.223 0.235
H -1.1560 -1.3323 0.7609 0.591 -0.279 -0.125 0.285
H 3.1134 0.3818 0.1022 -0.605 -0.072 -0.519 0.019
H 1.8068 1.0725 -1.6864 0.227 -0.384 0.787 -0.005
H 0.6228 -4.3342 -0.5179 0.503 1.483 0.580 0.293
H 2.3077 -1.0908 -2.3822 -0.170 -1.159 1.390 0.332
H 3.5644 -1.0389 1.7555 -1.424 -1.229 -0.226 0.340
H 0.9111 -0.2784 4.0390 1.016 0.205 -1.637 0.293
```
Forces are in eV/Å.


Record 4
Computed, not measured: a 3-piece molecular cluster, C4H17N2O2 overall at a distorted geometry, with ωB97M-V/def2-TZVPD.

## Properties
LUMO energy	-2.6840	eV
HOMO-LUMO gap	10.51	eV
relative energy (zero: lowest compared OMol25 entry of this formula, charge and spin)	35.23	kcal/mol
charge	+1

```
25
Properties=species:S:1:pos:R:3:forces:R:3:mulliken_charge:R:1
C 1.0043 -0.0494 -0.4733 0.860 1.003 -0.238 -0.608
N 0.1434 0.9025 0.2614 0.929 1.358 0.286 0.214
C 0.8227 1.5910 1.4089 -0.759 0.054 -0.016 -0.891
C 1.0026 -1.4081 0.2013 -0.217 -0.462 -0.266 -0.758
N -0.3293 -1.7873 0.6663 -0.024 0.700 -1.076 -0.255
C -0.9473 -2.7943 -0.2384 1.421 -0.182 1.695 -0.992
H 0.7509 0.0642 -1.5266 -0.653 -0.923 0.034 0.426
H 2.0309 0.3269 -0.5174 -0.080 0.230 0.509 0.348
H -0.2235 1.6424 -0.3385 0.147 -0.023 -0.347 0.419
H 1.5160 2.3426 1.0495 0.179 -0.198 -0.203 0.326
H 0.0232 2.1062 1.9378 0.166 -0.035 0.302 0.355
H 1.2988 0.8413 2.0308 0.075 0.073 0.076 0.364
H 1.4081 -2.0562 -0.5835 -0.254 -0.456 0.206 0.373
H 1.7199 -1.5121 1.0170 0.023 0.551 0.024 0.399
H -0.6687 0.4241 0.6224 0.024 -0.729 -0.007 0.041
H -0.3339 -2.0092 1.6474 -0.003 -0.564 -0.057 0.241
H -0.9813 -2.3880 -1.2325 -0.715 0.246 -0.332 0.310
H -0.2350 -3.6263 -0.2855 -0.385 -0.317 -0.117 0.370
H -1.8662 -3.1294 0.2289 -0.328 0.028 -0.593 0.333
H -3.6857 1.0420 0.3594 -0.115 -0.356 0.254 0.333
H -2.3419 0.2950 0.7514 -1.016 -0.625 0.282 0.275
O -2.7295 1.0451 0.3036 0.827 0.729 -0.463 -0.638
H 1.6356 2.9869 -2.4106 -0.113 -0.088 -0.361 0.323
H 0.2482 2.3271 -2.7692 0.260 0.162 -0.490 0.329
O 0.7374 2.8232 -2.1105 -0.249 -0.174 0.899 -0.639
```
Forces are in eV/Å.